No. 1
Below is a 10-piece molecular cluster, C32H65ClFO27P overall, with properties calculated with ωB97M-V with the def2-TZVPD basis set.

Properties
LUMO, eV: 0.26
SMILES: COC(=O)OC.COC(=O)OC.COC(=O)OC.COC(=O)OC.COC(=O)OC.COC(=O)OC.COC(=O)OC.COC(=O)OC.COC(=O)OC.FCCPCCCCl
Frontier orbital gap, eV: 9.339
Energy above the lowest of the compared OMol25 structures with the same formula, charge and spin, eV: 0.000

Geometry as ORCA input:
```
! wB97M-V def2-TZVPD RIJCOSX def2/J DEFGRID3
* xyz 0 1
C -2.20289 1.82842 3.69856
O -2.34164 3.22111 4.01989
C -2.65505 3.99223 2.97852
O -2.93102 3.59494 1.87462
O -2.64287 5.26234 3.36884
C -2.99665 6.19476 2.34288
H -1.98624 1.31862 4.63300
H -3.12370 1.43312 3.27392
H -1.37724 1.68309 3.00483
H -4.00760 6.00557 1.98612
H -2.29495 6.13548 1.51301
H -2.94413 7.17688 2.80252
C -4.96343 -0.57724 -1.05103
O -4.41406 -1.66698 -1.79624
C -5.31227 -2.34609 -2.51370
O -6.48662 -2.10121 -2.57999
O -4.68113 -3.33783 -3.13748
C -5.53146 -4.15754 -3.94605
H -4.12768 -0.13279 -0.51696
H -5.40991 0.16616 -1.70890
H -5.69971 -0.93290 -0.33224
H -6.00006 -3.56610 -4.73012
H -6.29730 -4.63238 -3.33610
H -4.88652 -4.91213 -4.38570
C 7.29050 -4.30175 8.17755
O 6.56067 -3.23143 7.57013
C 6.75063 -3.11139 6.26014
O 7.46219 -3.80949 5.58184
O 6.02139 -2.09529 5.81247
C 6.20698 -1.81247 4.41901
H 7.03679 -4.27310 9.23268
H 6.99458 -5.25800 7.75052
H 8.36121 -4.15611 8.04895
H 5.93438 -2.67429 3.81364
H 7.24178 -1.53323 4.22477
H 5.54904 -0.98397 4.18319
C 9.16720 -5.93181 -1.64887
O 9.06052 -5.06212 -0.51785
C 8.34970 -5.56371 0.49406
O 7.81524 -6.63998 0.51364
O 8.32739 -4.65775 1.46974
C 7.56804 -5.03181 2.62686
H 9.76437 -5.39663 -2.38090
H 9.66291 -6.86008 -1.37198
H 8.18292 -6.14892 -2.05936
H 7.97399 -5.92843 3.08955
H 6.52544 -5.19533 2.35664
H 7.64834 -4.20362 3.32054
C 6.08998 2.19301 -1.79232
O 6.13661 0.76689 -1.64523
C 6.97587 0.35433 -0.69110
O 7.64205 1.06560 0.01101
O 6.94633 -0.97722 -0.65664
C 7.80726 -1.54960 0.33898
H 5.38371 2.39460 -2.59245
H 5.74965 2.66040 -0.87050
H 7.07064 2.57964 -2.06115
H 7.50904 -1.21433 1.33144
H 8.84284 -1.27465 0.15156
H 7.70045 -2.62564 0.26502
C -5.58015 2.46990 0.70390
O -6.57259 3.37854 1.19068
C -7.44800 2.82768 2.02676
O -7.45676 1.67702 2.38300
O -8.31808 3.76314 2.40229
C -9.30645 3.31426 3.33798
H -4.93368 3.04813 0.05236
H -4.98911 2.06628 1.52040
H -6.05022 1.66366 0.14124
H -8.83282 2.97016 4.25549
H -9.91198 2.51510 2.91494
H -9.93090 4.17778 3.54527
C -0.29883 1.12422 -5.35402
O 0.55109 0.15864 -4.72574
C 1.71244 0.64666 -4.29992
O 2.07534 1.79177 -4.40781
O 2.41051 -0.33750 -3.74154
C 3.69730 0.07066 -3.25760
H -1.19126 0.58506 -5.65514
H -0.56424 1.91347 -4.65321
H 0.18640 1.55551 -6.22751
H 3.58943 0.83440 -2.49216
H 4.30438 0.44588 -4.07940
H 4.16514 -0.80913 -2.82951
C -14.69413 0.43899 0.38610
O -13.43789 0.29781 -0.28148
C -12.38503 0.65211 0.45382
O -12.42369 1.06352 1.58480
O -11.28634 0.47665 -0.27507
C -10.07751 0.80961 0.41361
H -15.44769 0.11724 -0.32636
H -14.72975 -0.19009 1.27350
H -14.86596 1.47700 0.66460
H -9.94242 0.17399 1.28607
H -10.09077 1.85526 0.71630
H -9.26580 0.64318 -0.28822
C 0.57080 8.21847 -7.28980
O 0.94393 7.69392 -6.01371
C 0.60903 6.41648 -5.82831
O 0.04058 5.71775 -6.62699
O 1.00792 6.05172 -4.61416
C 0.71700 4.68580 -4.29001
H 0.90324 9.25219 -7.29581
H 1.06070 7.66660 -8.08982
H -0.50869 8.17524 -7.42192
H 1.22017 4.00905 -4.97275
H -0.35907 4.51693 -4.31499
H 1.09297 4.52619 -3.28419
F 4.77487 -1.20783 1.71682
C 4.53278 -2.15075 0.71282
C 4.13173 -3.48658 1.34508
P 2.53918 -4.23278 0.77293
C 1.39198 -2.85792 1.24272
C 0.22755 -2.65916 0.25170
C -0.15118 -1.19072 0.06482
Cl -0.59038 -0.40898 1.62061
H 5.45546 -2.25528 0.13577
H 3.74462 -1.73746 0.07952
H 3.96966 -3.30061 2.41332
H 4.91745 -4.23316 1.21369
H 2.65253 -4.02025 -0.62314
H 1.95520 -1.92482 1.34978
H 0.98330 -3.13505 2.21844
H -0.66040 -3.17741 0.62463
H 0.47231 -3.03658 -0.74615
H 0.70194 -0.63085 -0.32444
H -1.00370 -1.11251 -0.60266
*
```

Atom charges from the Mulliken analysis, given in e for atoms 1 to 4: atom 1 (C): -0.517, atom 2 (O): -0.371, atom 3 (C): 0.871, atom 4 (O): -0.537

No. 2
Below is an isolated ion of composition C8H12N3 and charge +1, with properties calculated with ωB97M-V with the def2-TZVPD basis set.

Properties
LUMO (alpha / beta), eV: -2.36 / -6.30
Frontier orbital gap (alpha / beta), eV: 8.706 / 6.496
Energy above the lowest of the compared OMol25 structures with the same formula, charge and spin, eV: 3.032
<S²>: 2.02

Geometry as ORCA input:
```
! wB97M-V def2-TZVPD RIJCOSX def2/J DEFGRID3
* xyz 1 3
C 3.50349 -1.55256 0.50169
C 2.28399 -2.25423 0.25715
C 3.23430 -0.27360 0.82423
C 1.37663 -1.27238 0.12370
C -1.05987 -0.92964 -0.21333
C 0.89114 1.03414 0.80487
C 0.02863 1.12145 -0.44580
C -2.54115 1.05650 -0.42431
N 1.84558 -0.06287 0.63233
N -1.22632 0.33602 -0.43381
N -1.94372 -1.93955 -0.08383
H 4.47399 -2.00944 0.56453
H 2.26066 -3.05209 -0.45428
H 3.77778 0.53453 1.37473
H 1.33674 1.98089 1.04605
H 0.18343 0.86644 1.69006
H -0.16146 2.18758 -0.64453
H 0.61708 0.62445 -1.24387
H -2.66023 1.70592 -1.36466
H -3.28457 0.32555 -0.13904
H -2.27277 1.77663 0.36331
H -1.65679 -2.94800 -0.24202
H -2.97337 -1.82246 -0.25152
*
```

Atom charges from the Mulliken analysis, given in e for atoms 1 to 4: atom 1 (C): -0.469, atom 2 (C): -0.609, atom 3 (C): -0.090, atom 4 (C): 0.074

No. 3
Below is a 4-piece molecular cluster, C11H21NO10Si overall, with properties calculated with ωB97M-V with the def2-TZVPD basis set.

Properties
LUMO, eV: 0.54
SMILES: CNC[SiH2]O.O=C1OCCO1.O=C1OCCO1.O=C1OCCO1
Frontier orbital gap, eV: 8.950

Geometry as ORCA input:
```
! wB97M-V def2-TZVPD RIJCOSX def2/J DEFGRID3
* xyz 0 1
C -0.81408 0.37339 2.52192
N -0.17442 -0.29586 1.39379
C 0.42036 -1.58982 1.71805
Si 1.21742 -2.35689 0.22843
O 2.52888 -1.48268 -0.29810
H -0.72564 1.45723 2.42488
H -0.32794 0.06691 3.44976
H -1.87916 0.12297 2.61584
H -0.84570 -0.42278 0.64732
H 1.22630 -1.42352 2.44664
H -0.26328 -2.31658 2.19259
H 0.27845 -2.41174 -0.91651
H 1.66507 -3.73182 0.57226
H 3.34438 -1.76217 0.13007
O 2.86830 2.42098 -4.85201
C 3.12692 1.38448 -4.32539
O 4.18238 1.17448 -3.51291
C 3.99978 -0.08596 -2.84861
C 3.06276 -0.81541 -3.79644
O 2.37541 0.26987 -4.43177
H 4.96321 -0.57090 -2.72038
H 3.53933 0.09383 -1.87818
H 3.59798 -1.37767 -4.56302
H 2.34266 -1.45386 -3.29412
O -1.38812 -2.28873 5.04822
C -2.48491 -2.31835 4.59739
O -3.62381 -2.14693 5.30584
C -4.71997 -2.01556 4.39569
C -4.18777 -2.71352 3.15315
O -2.77559 -2.52884 3.28935
H -5.59942 -2.48285 4.82853
H -4.90703 -0.95436 4.22624
H -4.40155 -3.78329 3.15505
H -4.51618 -2.27103 2.21726
O -1.75401 2.36095 -0.78206
C -1.02193 3.00947 -1.45751
O -1.42357 3.97308 -2.32075
C -0.27075 4.68262 -2.78795
C 0.83841 3.66647 -2.57169
O 0.32269 2.89618 -1.47509
H -0.41840 4.96146 -3.82698
H -0.14307 5.57761 -2.17686
H 0.97112 3.01264 -3.43253
H 1.79448 4.09650 -2.28941
*
```

Atom charges from the Mulliken analysis, given in e for atoms 1 to 4: atom 1 (C): -0.804, atom 2 (N): -0.212, atom 3 (C): -0.395, atom 4 (Si): 0.365

No. 4
Below is C39H43F6HfN3O6P4S2 as an isolated structure, with properties calculated with ωB97M-V with the def2-TZVPD basis set.

Properties
LUMO, eV: -6.50
Frontier orbital gap, eV: 6.645
Energy above the lowest of the compared OMol25 structures with the same formula, charge and spin, eV: 1.159

Geometry as ORCA input:
```
! wB97M-V def2-TZVPD RIJCOSX def2/J DEFGRID3
* xyz 2 1
Hf -0.34411 -0.31938 0.35444
N -0.38745 -1.63013 2.46329
C 0.43399 -2.87632 2.66107
C 0.95007 -3.43536 1.32780
C 1.59494 -2.24356 0.67109
O 2.58679 -1.73320 1.17011
O 0.92959 -1.67004 -0.30173
H -0.30194 -1.07050 3.31098
H -1.36122 -1.91720 2.41255
H -0.15076 -3.63511 3.17981
H 1.30017 -2.61771 3.26843
H 0.15150 -3.82466 0.70033
H 1.67760 -4.21951 1.52988
N 1.14843 2.02126 2.06920
P 1.93078 0.50258 1.73376
C 3.59532 1.09906 1.26631
C 4.13912 2.15155 2.00158
C 5.41756 2.60626 1.72568
C 6.17144 2.00233 0.72890
C 5.64081 0.94468 0.00684
C 4.35630 0.49209 0.27167
C 2.28380 -0.03813 3.45050
C 3.45583 -0.74361 3.72862
C 3.74916 -1.11404 5.03013
C 2.88613 -0.77874 6.06570
C 1.72392 -0.07335 5.79518
C 1.41649 0.29234 4.49183
P -0.47586 2.15146 1.62425
C -1.29403 2.64115 3.17443
C -2.25067 1.81613 3.76174
C -2.83048 2.17406 4.97038
C -2.44959 3.35043 5.59691
C -1.49544 4.17569 5.01330
C -0.92143 3.82917 3.80216
C -0.52293 3.69213 0.65465
C 0.63756 4.34743 0.25550
C 0.54689 5.52508 -0.47405
C -0.69602 6.02847 -0.83236
C -1.85573 5.36242 -0.45585
C -1.77260 4.19987 0.29257
H 1.51070 2.66484 2.76374
H 3.58306 2.60822 2.81054
H 5.83066 3.42091 2.30472
H 7.17424 2.35303 0.52724
H 6.23276 0.46331 -0.76021
H 3.95360 -0.34774 -0.27858
H 4.12528 -1.00400 2.92207
H 4.66113 -1.65676 5.23881
H 3.12324 -1.06216 7.08190
H 1.06075 0.20529 6.60345
H 0.51307 0.86414 4.29967
H -2.55412 0.90827 3.26122
H -3.58192 1.53843 5.41961
H -2.90302 3.63279 6.53728
H -1.20639 5.09590 5.50248
H -0.19398 4.48575 3.33756
H 1.60676 3.94538 0.52554
H 1.44886 6.05350 -0.75201
H -0.75832 6.94956 -1.39580
H -2.82311 5.75857 -0.73500
H -2.67278 3.69043 0.62257
C 2.02882 1.56870 -1.96422
P 2.02275 -0.09622 -2.82737
C 2.61544 0.61509 -4.43535
C 0.31018 -0.54481 -3.44654
C 0.44735 -1.51745 -4.44355
C -0.62404 -1.95194 -5.19853
C -1.88455 -1.42872 -4.96451
C -2.06756 -0.52243 -3.94048
C -0.99969 -0.09180 -3.15239
P -1.22845 1.19392 -1.86705
C -0.68686 2.59831 -2.93833
C -3.00272 1.65181 -1.78600
H 3.08998 1.73583 -1.78451
H 1.52399 1.60801 -0.99225
H 1.68775 2.38044 -2.59813
H 3.57460 1.10725 -4.26805
H 1.91427 1.34499 -4.84255
H 2.76044 -0.16926 -5.17441
H 1.43057 -1.92653 -4.64547
H -0.47507 -2.69224 -5.97252
H -2.72628 -1.74847 -5.56362
H -3.06799 -0.16008 -3.74960
H -1.52594 2.82401 -3.59538
H 0.15085 2.30263 -3.56146
H -0.43351 3.48477 -2.35476
H -3.57246 1.20258 -2.59595
H -3.06703 2.73464 -1.87619
H -3.45876 1.37383 -0.85349
F -1.53454 -4.71408 -1.51658
C -2.47606 -4.21036 -2.36985
F -3.58134 -4.94416 -2.17952
F -2.04786 -4.40505 -3.59707
S -2.86873 -2.64462 -0.45600
O -1.55014 -2.07682 -0.04523
O -2.69943 -2.88754 -2.12493
N -3.85484 -1.36990 -0.51962
S -3.82304 -0.41977 0.70115
O -4.75146 0.64717 0.69324
O -2.42879 -0.04192 1.08125
C -4.30225 -1.51786 2.14629
F -5.49496 -2.02604 1.99788
F -4.18591 -0.90754 3.30964
F -3.39943 -2.54390 2.14594
*
```

Atom charges from the Mulliken analysis, given in e for atoms 1 to 4: atom 1 (Hf): 1.879, atom 2 (N): -0.686, atom 3 (C): -0.502, atom 4 (C): -0.359

Number 1: electronic energy -4191.2457 Eh. Number 2: electronic energy -475.8314 Eh. Number 3: electronic energy -1528.4441 Eh. Number 4: electronic energy -4936.3180 Eh.